C2HClFN3 | ωB97M-V/def2-TZVPD

Last column: Löwdin charge in e.
CARTESIAN COORDINATES (ANGSTROEM)
1 C 0.90159 0.09246 0.49649  -0.413
2 C -1.11543 -0.15986 -0.21772  -0.923
3 F 1.78671 -0.55204 1.18917  0.122
4 N 0.93125 -0.06087 -0.98687  0.091
5 N -0.57381 -0.06068 0.91657  0.138
6 Cl -2.73272 -0.14848 -0.46587  0.794
7 H 1.01910 1.18977 0.41930  0.157
8 N -0.21668 -0.30030 -1.35107  0.034

## Properties
HOMO energy = -10.7 eV
LUMO = -0.79 eV
Frontier orbital gap = 9.9 eV
Largest force on an atom = 4.16 eV/A
2S+1 = 1

***

C29H66BrI2O15P4 | ωB97M-V/def2-TZVPD

Last column: Löwdin charge in e.
CARTESIAN COORDINATES (ANGSTROEM)
1 H -6.06055 -7.99687 5.24116  0.093
2 I 5.26608 -0.40848 0.37880  0.561
3 O -0.75562 -6.54466 3.83790  -0.237
4 C 1.46407 5.00889 -5.50417  -0.133
5 O -8.30953 -9.36602 1.88076  -0.229
6 C 6.71610 8.32398 -7.22526  -0.318
7 C 3.70904 8.28686 -3.47889  -0.299
8 O 0.63078 -4.95720 4.93913  -0.241
9 C -1.15750 -6.83271 5.17152  -0.307
10 H -3.75304 -6.19381 3.10116  0.079
11 H 2.11692 -2.35364 1.28884  0.065
12 C 2.77464 9.36182 -2.94263  -0.074
13 H -0.11879 -2.42185 2.26184  0.115
14 H 3.33157 2.34302 1.47587  -0.007
15 H 2.49570 -8.18769 2.94936  0.084
16 H 1.02450 -2.83737 3.54208  0.103
17 H -8.58480 -10.23970 -0.76108  0.074
18 H 1.85992 -0.44098 4.16927  0.079
19 H 2.24766 -5.95309 0.86215  0.095
20 C -2.09191 -5.75776 5.70778  -0.073
21 O -6.06869 -8.27928 1.83289  -0.235
22 H 0.52414 5.92489 -3.07008  0.133
23 H -1.68597 -7.79282 5.15958  0.109
24 O 0.60798 -6.41982 2.00517  -0.199
25 H 1.28391 -3.78092 0.63075  0.085
26 H 0.00297 4.78831 -0.21367  0.119
27 H -8.06318 -7.14718 6.41454  0.085
28 H -8.14832 -6.65154 4.71710  0.067
29 H 3.79647 -7.57571 1.90026  0.085
30 H 2.48767 -3.96574 1.91060  0.065
31 H -1.82537 5.25389 -0.23137  0.108
32 H 1.63068 -7.58688 0.70023  0.121
33 H -1.14549 0.32929 1.95771  0.127
34 H 5.89104 12.28221 -5.10833  0.107
35 C 6.54933 11.79441 -7.10887  -0.088
36 H -0.15176 3.31063 -2.26709  0.105
37 C -8.15496 -7.51900 5.38889  -0.093
38 I 5.72244 -1.66728 3.84926  0.531
39 H 1.69836 6.07575 -5.06863  0.073
40 C -1.07860 4.35267 -0.46380  -0.209
41 H 7.36224 6.93189 -5.70105  0.091
42 H -2.40782 2.62583 0.48079  0.119
43 H -2.20101 4.38489 -3.96839  0.117
44 O -8.03187 -7.07553 1.30506  -0.241
45 P 5.48656 9.47158 -5.09700  0.729
46 C -1.33590 3.09117 0.60383  -0.171
47 O 5.49732 10.16238 -3.71128  -0.239
48 H 6.15045 11.33866 -8.01966  0.082
49 H -7.07816 -9.32482 5.76762  0.123
50 O 1.29480 2.51458 0.69983  -0.435
51 H 2.49190 4.41668 -5.62357  0.109
52 C -8.93053 -9.24470 -0.46465  -0.079
53 H 3.18057 7.32676 -3.49083  0.102
54 H 1.79249 9.28200 -3.41848  0.073
55 P 2.30551 1.30696 1.52246  0.404
56 C 5.46710 11.94116 -6.05834  -0.305
57 C 1.68278 -3.32517 1.54154  -0.065
58 H -4.30250 -7.55038 1.14985  0.124
59 H -8.08540 -8.56808 -0.61924  0.072
60 C 1.84956 -6.79560 1.42515  -0.316
61 H -9.12808 -8.01044 5.27966  0.086
62 O 1.05897 0.08692 1.61365  -0.466
63 H -1.33766 3.61259 1.67774  0.124
64 H 2.76589 1.20298 4.62590  0.069
65 H 2.06799 1.83396 2.82253  0.005
66 C 3.80282 0.15728 1.96655  -0.790
67 O 4.11092 8.57492 -4.81251  -0.227
68 C -0.11162 2.00121 0.62997  -0.687
69 P 0.62001 -5.64800 3.55341  0.734
70 O 5.47453 8.69976 -6.64524  -0.197
71 H 2.64521 9.25564 -1.86236  0.079
72 H -10.04879 -10.13499 1.13648  0.112
73 C 3.99826 -0.36016 3.37359  -0.759
74 H 7.98330 8.57136 -5.47874  0.067
75 H 2.74394 1.02141 0.15229  -0.039
76 O 0.53297 4.31026 -4.57900  -0.252
77 H 3.11896 -0.46084 5.57186  0.052
78 H 4.74775 12.69772 -6.38857  0.119
79 H 6.98346 12.76594 -7.36157  0.078
80 C -0.13013 0.94676 1.92825  -0.272
81 C 7.73656 7.81361 -6.23290  -0.091
82 P -7.57273 -7.99078 2.46655  0.729
83 C -1.56299 4.93928 -3.12525  -0.182
84 H 3.13566 10.37248 -3.15282  0.069
85 C -5.12996 -7.22023 1.78642  -0.293
86 H -5.57199 -6.33441 1.31899  0.110
87 O -0.11699 -4.38575 2.77211  -0.237
88 C 2.88666 0.03681 4.55876  -0.176
89 H 0.95529 5.15507 -6.57366  0.104
90 O 4.74955 10.73383 -5.87830  -0.236
91 H -1.73088 -4.74710 5.49759  0.077
92 C -4.59373 -6.89050 3.16485  -0.087
93 H -5.37099 -6.42248 3.77412  0.067
94 C 2.87001 -7.30597 2.41751  -0.093
95 H -9.74215 -8.94702 -1.13372  0.075
96 H -3.07405 -5.83758 5.23193  0.046
97 H 7.35422 11.15384 -6.73981  0.063
98 H -0.12467 1.52411 2.95826  0.121
99 H -0.28376 -6.96918 5.81649  0.101
100 H 6.49722 7.53270 -7.95018  0.124
101 C -1.20697 3.80033 -2.00189  -0.234
102 O -7.05974 -9.01337 3.76426  -0.198
103 H 3.11676 -6.54822 3.17167  0.069
104 H 7.11421 9.16649 -7.78826  0.090
105 C -0.17572 5.42771 -3.87121  -0.232
106 H 4.58279 8.15040 -2.83392  0.106
107 H -4.26326 -7.79570 3.68231  0.086
108 C -9.40605 -9.26096 0.98097  -0.307
109 Br 0.02233 0.65940 -0.89739  0.671
110 H -2.24351 5.81784 -2.74534  0.111
111 H 8.66301 7.54387 -6.75015  0.085
112 H -2.22133 -5.86393 6.78805  0.076
113 C 0.60056 -3.17842 2.59207  -0.291
114 H -0.51143 6.18315 -4.73025  0.127
115 C -7.02510 -8.47496 5.07882  -0.316
116 H -2.04566 2.96574 -1.99224  0.108
117 H -10.01588 -8.38327 1.21723  0.101

## Properties
HOMO energy = -4.7 eV
LUMO = -0.49 eV
Frontier orbital gap = 4.2 eV
Largest force on an atom = 9.75 eV/A
Net charge = -1
2S+1 = 1

***

C20H23N3O5S | ωB97M-V/def2-TZVPD

Last column: Löwdin charge in e.
CARTESIAN COORDINATES (ANGSTROEM)
1 C 3.88834 0.51687 -0.06391  -0.209
2 C 3.55000 -1.78508 0.52318  0.002
3 H -0.34039 1.67260 -0.92346  0.109
4 O -3.36875 1.20081 2.47244  -0.288
5 C -3.44655 2.36914 -0.25370  -0.181
6 H -1.05119 -0.38682 -2.00158  0.097
7 H -3.85545 2.37639 -2.36628  0.150
8 O 6.14801 1.33792 1.61806  0.078
9 C -1.73518 2.86601 -2.08087  -0.119
10 C -1.88330 -2.53066 -0.48049  -0.011
11 H 6.86997 3.74528 1.28338  0.085
12 H 0.71868 -1.10714 1.16437  0.114
13 H -1.79349 3.22473 -3.10882  0.117
14 H -2.59002 2.31579 0.42171  0.116
15 H 6.34872 3.67333 -0.40797  0.084
16 H 5.08150 -0.54842 1.35990  0.103
17 H -4.92412 0.93034 -0.49890  0.113
18 N 4.55352 1.73769 0.03481  0.116
19 H 2.54983 1.28943 -1.55378  0.103
20 H 0.04480 -4.09815 -0.84012  0.156
21 O -2.74873 0.71992 -1.88203  -0.115
22 H -3.92388 -1.87998 -0.32676  0.123
23 H -1.11794 0.37091 1.91924  0.117
24 C -2.89970 -1.70790 -0.03926  -0.055
25 O 2.39309 -4.19616 -0.73714  0.095
26 H 1.29574 -0.80194 -1.80036  0.113
27 H 4.19695 2.45988 -0.57638  0.141
28 C 1.78049 -3.16999 -0.52919  -0.424
29 C -0.56047 -2.31176 -0.07687  -0.237
30 H 3.83767 -2.66163 1.08297  0.126
31 C 2.81990 0.42809 -0.95861  -0.013
32 C -3.01845 2.10712 -1.70657  -0.311
33 C 4.25063 -0.60587 0.67755  0.013
34 O -5.04964 -0.45619 1.72253  -0.285
35 S -3.92155 0.37783 1.43723  0.642
36 C 2.46227 -1.86405 -0.34141  -0.175
37 H -1.48458 0.49012 -3.49509  0.129
38 H 0.20354 1.97409 -2.58970  0.108
39 N 0.40576 -3.20004 -0.53513  0.145
40 H -1.56465 3.71384 -1.42187  0.117
41 N -4.40892 1.40621 0.22346  -0.116
42 C -2.60119 -0.65457 0.80295  -0.280
43 C -1.30601 -0.43390 1.22604  -0.044
44 C -0.66191 1.78505 -1.95933  -0.152
45 C -1.44274 0.55068 -2.39735  -0.185
46 C -0.28313 -1.26149 0.79931  -0.002
47 C 2.11213 -0.74710 -1.09571  -0.034
48 C 6.03742 3.52084 0.62348  0.000
49 C 5.61237 2.08286 0.83476  -0.508
50 H -2.10501 -3.35920 -1.13744  0.119
51 H -3.87790 3.37496 -0.18600  0.130
52 H 5.21308 4.19517 0.84631  0.084

## Properties
HOMO energy = -8.8 eV
LUMO = 0.23 eV
Frontier orbital gap = 9.0 eV
Largest force on an atom = 0.93 eV/A
2S+1 = 1